No. 1
Below is 2 unconnected molecules or ions with the total composition CH2OS3, with properties calculated with ωB97M-V/def2-TZVPD.

The geometry in XYZ format:
```
7
CH2OS3 ωB97M-V/def2-TZVPD
C 0.13 2.29 -0.78
O 3.90 -0.16 2.20
S 3.89 -0.62 -0.60
S -1.04 1.77 0.17
S 3.06 -0.11 1.03
H 0.80 3.23 -0.56
H 0.57 1.74 -1.62
```

As for the HOMO-LUMO gap: 7.1 eV. The calculation puts the highest occupied orbital energy at -9.10 eV. The energy relative to the best compared isomer or geometry (same formula, charge and spin) comes out at 0.513 eV. The largest force on an atom is 0.05059 hartree/bohr.

No. 2
Below is a molecular structure, CH2OS3, with properties calculated with ωB97M-V/def2-TZVPD.

The geometry in XYZ format:
```
7
CH2OS3 ωB97M-V/def2-TZVPD
C 0.96 0.29 -0.33
O -0.49 -1.50 1.04
S 2.27 -0.56 0.28
S 0.66 1.86 -0.65
S 0.36 -1.50 -0.13
H -1.92 0.79 -0.50
H -1.84 0.63 0.28
```

As for the HOMO-LUMO gap: 7.8 eV. The calculation puts the highest occupied orbital energy at -8.88 eV. The energy relative to the best compared isomer or geometry (same formula, charge and spin) comes out at 1.538 eV. The largest force on an atom is 0.03622 hartree/bohr.

No. 3
Below is a single CH2S3 molecule, with properties calculated with ωB97M-V/def2-TZVPD.

The geometry in XYZ format:
```
6
CH2S3 ωB97M-V/def2-TZVPD
C -1.05 -0.36 -0.16
S -2.66 -0.46 -0.02
S 1.85 0.57 -0.31
S 0.07 1.22 0.31
H -0.29 -0.99 -0.64
H 2.07 0.02 0.82
```

As for the HOMO-LUMO gap: 8.3 eV. The calculation puts the highest occupied orbital energy at -9.00 eV. The energy relative to the best compared isomer or geometry (same formula, charge and spin) comes out at 0.943 eV. The SMILES is S=CSS. The largest force on an atom is 0.06111 hartree/bohr.